Below is C16H22N4O in the gas phase at a distorted geometry, with properties calculated with wB97M-V/def2-TZVPD.

Geometry as XYZ:
```
43
Properties=species:S:1:pos:R:3
O -0.5651 -1.5198 0.1367
N -0.3670 4.3035 -1.6372
N 0.7226 -0.7070 -1.4344
N 1.3725 -1.7386 -0.8651
N -1.0353 1.7663 -1.2912
C 1.7290 -6.6501 3.5110
C -1.4963 0.4175 -1.0751
C -0.3047 1.9636 -2.5321
C -1.7995 5.7800 -0.2759
C -1.7398 4.6944 -1.3457
C 0.2275 -4.8137 2.7094
C -0.3022 2.3025 -0.1542
C 0.8747 -3.3305 0.9368
C 0.3225 3.6591 -0.5414
C 0.5988 -2.2156 0.0631
C -0.4174 -0.5905 -0.8352
C -0.2272 3.4794 -2.8266
C -0.0593 -3.7458 1.8848
C 1.4413 -5.4883 2.6120
C 2.3660 -5.0661 1.6625
C 2.0928 -3.9998 0.8302
H -2.1577 0.4073 -0.2020
H -1.0006 3.7672 -3.5395
H 1.3549 3.5069 -0.8675
H 2.7591 -6.9799 3.4058
H 0.7463 3.7060 -3.2759
H -2.7961 6.2141 -0.2513
H 0.4966 1.6215 0.1838
H -1.5808 5.3820 0.7114
H -2.1484 5.1052 -2.2732
H 1.0722 -7.4848 3.2664
H -2.0781 0.1109 -1.9516
H 3.3119 -5.5807 1.5761
H -1.0813 6.5630 -0.5046
H -1.0148 2.4255 0.6685
H 2.8041 -3.6661 0.0918
H -1.0033 -3.2280 1.9677
H 0.3413 4.3242 0.3220
H 1.5496 -6.3820 4.5509
H -2.3657 3.8412 -1.0482
H 0.7007 1.5231 -2.4740
H -0.8452 1.4557 -3.3323
H -0.4987 -5.1331 3.4432
```

The value obtained for the LUMO energy is 0.55 eV. Its SMILES is CCN1CCN(Cc2nnc(-c3ccc(C)cc3)o2)CC1. As for the energy above the lowest of the compared OMol25 structures with the same formula, charge and spin: 190.7 kJ/mol. The net charge is 0.

In elementary charge units, the natural (NBO) charges are:
1 O -0.414
2 N -0.442
3 N -0.306
4 N -0.291
5 N -0.432
6 C -0.630
7 C -0.264
8 C -0.256
9 C -0.617
10 C -0.215
11 C -0.219
12 C -0.250
13 C -0.066
14 C -0.233
15 C 0.435
16 C 0.445
17 C -0.216
18 C -0.183
19 C 0.004
20 C -0.219
21 C -0.167
22 H 0.220
23 H 0.196
24 H 0.198
25 H 0.216
26 H 0.192
27 H 0.211
28 H 0.178
29 H 0.196
30 H 0.191
31 H 0.223
32 H 0.226
33 H 0.213
34 H 0.212
35 H 0.190
36 H 0.236
37 H 0.221
38 H 0.208
39 H 0.221
40 H 0.180
41 H 0.196
42 H 0.202
43 H 0.211



Below is a molecular structure, C38H67F2N2O13S5 at a distorted geometry, with properties calculated with wB97M-V/def2-TZVPD.

Geometry as XYZ:
```
127
Properties=species:S:1:pos:R:3
S 6.0983 -2.8082 -1.8730
S 1.0393 -3.8662 2.6010
S -5.7787 -0.3142 -0.9580
S -1.1737 0.5248 4.2780
S 3.1413 1.2618 -4.2130
F -2.3297 0.3458 -4.5190
F -1.0707 -5.3992 -0.8250
O -1.0887 -0.2462 -1.3080
O -1.6537 1.4878 3.3180
O 2.9113 2.0588 -5.3810
O 3.7003 -0.0192 -4.2850
O 2.3283 6.1778 2.2760
O -4.4757 -0.1992 -0.3120
O 2.0023 -2.7932 2.3900
O 5.7683 -3.3052 -3.1390
O 7.2463 -3.2942 -1.1320
O -2.1387 -0.5232 4.7090
O -0.3387 -3.5982 2.2560
O -5.9097 -0.8402 -2.2760
O 1.2513 2.2998 1.6070
N 0.4223 4.6548 1.9240
N -0.9797 1.2548 0.5380
C 2.3313 -6.0322 2.4350
C -0.5847 1.4268 5.6710
C -6.7837 -1.2592 0.1010
C -0.9487 -2.6782 -3.1620
C -2.2047 2.4458 -3.5020
C -0.4667 0.1668 -0.3380
C 4.5423 -2.1012 0.0680
C 5.8053 -1.1022 -1.6890
C 1.2423 -0.0702 4.9120
C -4.2467 3.7918 -3.2480
C -2.8437 3.5738 -3.0560
C 0.9383 -0.4062 0.0510
C -8.1377 -0.7622 -0.1520
C -4.2897 1.7098 -4.4250
C 0.9973 1.3288 5.4850
C 1.8033 2.4098 -2.2480
C 0.6553 -4.7272 -2.1950
C -0.6537 -4.5562 -1.8060
C 4.7723 -3.2852 -0.7900
C 0.3313 -0.1512 3.8040
C 1.2213 -4.6242 4.1890
C -2.0547 2.0748 0.0190
C 4.5833 -0.9942 -0.8010
C 1.1973 -3.7332 -3.0900
C 1.7283 5.9958 0.0360
C -8.2077 0.6338 -0.5750
C 1.7853 1.2988 -3.2160
C 1.5103 5.7118 1.4780
C -2.9447 1.4748 -4.1500
C 0.1843 4.7238 3.3640
C -1.5007 -3.5902 -2.3260
C 1.7943 -5.9692 3.8250
C 0.4393 -2.6362 -3.5480
C 3.2643 2.5398 -1.9490
C -6.7607 1.1158 -0.8690
C 4.0923 2.4068 -3.2530
C 1.4533 -5.3122 1.7170
C -4.9637 2.8388 -3.9720
H 0.9673 -6.7302 3.9440
H -1.1227 2.2578 5.8080
H -2.2087 2.6838 0.8600
H -6.3687 1.6338 -0.0550
H -8.6577 1.3008 0.2290
H 1.0893 -0.9512 5.7020
H -0.9837 2.2388 -3.3140
H 0.7483 3.7378 1.8090
H 2.0093 -3.9682 -3.4830
H -6.5647 -2.3502 -0.0180
H 0.9843 1.5038 -3.9950
H -2.9087 1.4298 -0.3110
H 0.0613 -1.2602 3.5550
H 1.7033 -3.9182 4.9780
H -6.5827 -0.8212 1.0110
H -8.5207 -1.3892 -0.8740
H 3.5353 -0.9822 -1.3680
H 3.3283 1.8568 -1.1570
H -1.8827 2.7478 -0.7720
H 3.6083 -2.2362 0.6180
H -1.6757 -1.8972 -3.5260
H 1.1883 4.3698 4.0510
H 1.0513 -0.8082 1.0920
H 0.9953 -1.1802 -0.7150
H 3.3583 -5.6482 2.4560
H 2.5763 -6.1012 4.5680
H 3.8943 -3.6072 -1.5810
H -0.2717 4.7598 1.3480
H 3.4553 3.5188 -1.4370
H 1.4243 3.4878 -2.9580
H -1.1077 0.9418 1.4480
H 1.6353 0.2208 -2.7970
H -0.6037 4.2118 3.5170
H 4.5033 0.0868 -0.4340
H 1.5083 1.5858 6.5490
H 2.8213 5.9608 -0.1980
H 0.7103 0.4218 2.9280
H -0.2957 5.7208 3.5560
H -0.0137 1.8628 0.8200
H -2.2067 4.3728 -2.5110
H 2.2183 -0.1422 4.6100
H 4.3173 3.4758 -3.5590
H 1.8713 -5.1342 0.8390
H -4.7377 4.9178 -2.9810
H 0.0733 -4.7892 4.6810
H 5.5413 -0.7732 -2.6900
H 1.2103 2.1648 4.7010
H -0.8367 0.9788 6.6570
H 1.9383 1.7568 1.3820
H -6.4327 1.8758 -1.6310
H -8.9307 0.8338 -1.5610
H -6.0207 2.9498 -3.9870
H -8.7717 -0.9792 0.7110
H 4.9783 1.6858 -2.9340
H -4.7877 0.8088 -4.8060
H 6.6093 -0.6792 -1.2360
H 5.0053 -4.1792 -0.3590
H 5.3323 -1.8942 0.8670
H 0.9943 -1.9102 -4.2080
H 1.1363 -5.3742 -1.7790
H 1.2913 2.3048 -1.4060
H 1.7543 0.2578 0.0140
H 1.1873 5.4688 -0.5760
H 2.2633 -7.0992 2.0280
H 1.5863 6.9668 -0.2430
H 0.4853 -5.7682 1.5310
H -2.5117 -3.3252 -1.8810
```

The value obtained for the LUMO energy is -3.11 eV. As for the energy above the lowest of the compared OMol25 structures with the same formula, charge and spin: 0.0 kJ/mol. The net charge is +1.

Atom charges from the Löwdin analysis, given in e for atoms 1 to 99:
1 S 0.647
2 S 0.666
3 S 0.639
4 S 0.690
5 S 0.575
6 F 0.075
7 F 0.046
8 O 0.133
9 O -0.331
10 O -0.293
11 O -0.261
12 O 0.137
13 O -0.333
14 O -0.336
15 O -0.278
16 O -0.307
17 O -0.312
18 O -0.319
19 O -0.291
20 O -0.277
21 N 0.103
22 N 0.039
23 C -0.273
24 C -0.222
25 C -0.235
26 C -0.106
27 C -0.055
28 C -0.318
29 C -0.283
30 C -0.213
31 C -0.248
32 C -0.101
33 C -0.147
34 C 0.036
35 C -0.286
36 C -0.004
37 C -0.172
38 C -0.242
39 C 0.036
40 C -0.259
41 C -0.231
42 C -0.315
43 C -0.240
44 C -0.011
45 C -0.285
46 C -0.034
47 C 0.041
48 C -0.192
49 C -0.314
50 C -0.259
51 C -0.289
52 C 0.007
53 C -0.030
54 C -0.243
55 C -0.043
56 C -0.255
57 C -0.240
58 C -0.188
59 C -0.322
60 C -0.105
61 H 0.147
62 H 0.049
63 H 0.075
64 H 0.074
65 H 0.130
66 H 0.180
67 H 0.161
68 H 0.009
69 H 0.019
70 H 0.155
71 H 0.119
72 H 0.098
73 H 0.132
74 H 0.133
75 H 0.085
76 H 0.096
77 H 0.143
78 H 0.066
79 H 0.048
80 H 0.094
81 H 0.108
82 H 0.204
83 H 0.081
84 H 0.088
85 H 0.145
86 H 0.120
87 H 0.162
88 H 0.094
89 H 0.120
90 H 0.216
91 H 0.075
92 H 0.134
93 H 0.000
94 H 0.129
95 H 0.165
96 H 0.138
97 H 0.089
98 H 0.130
99 H 0.136



Below is a molecular structure, C30H29IrN3O3P, with properties calculated with wB97M-V/def2-TZVPD.

Geometry as XYZ:
```
67
Properties=species:S:1:pos:R:3
Ir -0.4700 0.3662 0.1762
P 1.4215 -0.5688 -0.4003
O -0.8885 0.6851 2.0327
O -1.7262 -1.1622 0.5308
O 1.8194 3.8947 0.0345
N -1.9881 -1.1839 1.8360
N 0.4173 2.1884 0.0219
N -1.6059 -0.2747 2.6148
C 5.3064 0.4023 -0.0858
C 0.6988 -0.2051 -1.9863
C -0.5990 -0.7113 -2.2090
C -3.2905 -3.1936 1.4151
C 0.5448 1.1097 -3.9896
C 1.6411 2.5902 -0.0370
C 1.8826 -4.5734 -0.6812
C -3.0270 -2.3833 3.6974
C 1.6178 -2.2867 -0.0147
C -2.5809 4.6006 0.2305
C 1.8857 -4.9476 0.6557
C -0.7504 0.6088 -4.2113
C 5.2912 1.7825 -0.0287
C -3.8038 -3.4360 4.1467
C -4.3234 -4.3601 3.2480
C 1.7551 -3.9957 1.6617
C 1.6190 -2.6591 1.3326
C 0.5091 4.5251 0.0940
C -0.4283 3.3628 0.4024
C -4.0669 -4.2393 1.8903
C 2.8777 1.7901 -0.1055
C -1.6986 3.3830 -1.8023
C -2.7887 -2.2869 2.3333
C 1.7475 -3.2377 -1.0263
C -1.3222 -0.2787 -3.3299
C 2.8971 0.3834 -0.1764
C -1.7917 3.3982 -0.2830
C 1.2552 0.7388 -2.8761
C 4.1084 -0.2984 -0.1598
C 4.0841 2.4739 -0.0348
H 1.9880 -5.3206 -1.4556
H 0.5468 5.2832 0.8692
H -2.6212 -1.6585 4.3872
H -2.1073 5.5376 -0.0724
H 4.1205 -1.3800 -0.2026
H -2.3074 -0.6831 -3.5170
H -0.5918 3.2796 1.4813
H -4.4740 -4.9581 1.1931
H -3.0884 -3.0852 0.3612
H -0.9701 -1.5466 -1.6249
H 6.2438 -0.1364 -0.0728
H -1.0909 2.5487 -2.1536
H 0.9860 1.7872 -4.7085
H 1.7480 -2.9414 -2.0681
H 4.0814 3.5520 0.0288
H -2.6927 3.2862 -2.2380
H 6.2194 2.3342 0.0303
H -4.0043 -3.5326 5.2044
H -3.5879 4.5992 -0.1836
H -4.9323 -5.1770 3.6103
H -2.3260 2.4916 0.0386
H 0.3261 4.9882 -0.8740
H -2.6641 4.5959 1.3180
H -1.2948 0.9159 -5.0944
H 1.9921 -5.9915 0.9185
H 1.7614 -4.2982 2.6999
H 2.2562 1.1157 -2.7124
H -1.2668 4.3059 -2.1933
H 1.5203 -1.9128 2.1137
```

The value obtained for the LUMO energy is -6.95 eV. As for the energy above the lowest of the compared OMol25 structures with the same formula, charge and spin: 4.1 kJ/mol. The net charge is +2.

In elementary charge units, the natural (NBO) charges are:
1 Ir 0.843
2 P 1.433
3 O -0.457
4 O -0.538
5 O -0.440
6 N 0.200
7 N -0.514
8 N 0.185
9 C -0.162
10 C -0.361
11 C -0.234
12 C -0.223
13 C -0.154
14 C 0.618
15 C -0.210
16 C -0.221
17 C -0.485
18 C -0.609
19 C -0.142
20 C -0.141
21 C -0.137
22 C -0.182
23 C -0.158
24 C -0.191
25 C -0.170
26 C -0.092
27 C -0.087
28 C -0.188
29 C -0.038
30 C -0.624
31 C 0.127
32 C -0.113
33 C -0.193
34 C -0.440
35 C -0.220
36 C -0.219
37 C -0.148
38 C -0.163
39 H 0.245
40 H 0.235
41 H 0.250
42 H 0.214
43 H 0.243
44 H 0.250
45 H 0.228
46 H 0.239
47 H 0.241
48 H 0.259
49 H 0.251
50 H 0.202
51 H 0.249
52 H 0.221
53 H 0.259
54 H 0.238
55 H 0.250
56 H 0.243
57 H 0.239
58 H 0.241
59 H 0.196
60 H 0.210
61 H 0.224
62 H 0.250
63 H 0.244
64 H 0.244
65 H 0.240
66 H 0.216
67 H 0.229



Number 1: HOMO energy -8.068 eV, DFT total energy -917.11661 hartree. Number 2: HOMO energy -10.761 eV, DFT total energy -4765.61003 hartree. Number 3: HOMO energy -14.379 eV, DFT total energy -1995.67620 hartree.